(1)
{"formula": "C47H53KN5O3P2S4", "method": "the ωB97M-V functional and the def2-TZVPD basis", "homo_ev": [-2.826, -1.478], "relative_energy_kcal_mol": 0.00, "charge": -1, "mol_weight_g_mol": 965.3, "max_force_ev_per_a": 6.32, "spin_multiplicity": 1, "total_energy_ev": -141429.652, "species": ["K", "O", "S", "C", "C", "C", "C", "C", "C", "P", "C", "C", "C", "C", "C", "C", "C", "C", "C", "C", "C", "C", "C", "C", "C", "C", "C", "C", "P", "C", "C", "C", "C", "C", "C", "C", "C", "C", "C", "C", "C", "H", "H", "H", "H", "H", "H", "H", "H", "H", "H", "H", "H", "H", "H", "H", "H", "H", "H", "H", "H", "H", "H", "H", "H", "H", "H", "H", "H", "C", "O", "C", "C", "O", "C", "H", "H", "H", "H", "H", "H", "H", "H", "H", "H", "S", "C", "S", "S", "C", "N", "C", "N", "C", "N", "C", "N", "C", "C", "H", "H", "H", "H", "H", "H", "H", "H", "H", "H", "H", "H", "N", "H", "H", "H"], "coordinates": [[-0.313, 0.118, 2.333], [-0.317, -0.656, -0.142], [-1.129, -0.869, -1.354], [-0.018, -1.529, -2.684], [-0.539, -2.458, -3.583], [0.197, -2.925, -4.636], [1.533, -2.482, -4.833], [2.033, -1.625, -3.942], [1.345, -1.190, -2.762], [2.356, -0.200, -1.660], [3.911, -1.125, -1.448], [3.858, -2.217, -0.484], [5.003, -2.872, -0.121], [6.232, -2.654, -0.724], [6.309, -1.669, -1.671], [5.170, -0.897, -2.000], [2.860, 1.157, -2.707], [2.253, 1.457, -3.971], [2.641, 2.590, -4.666], [3.702, 3.421, -4.161], [4.402, 3.037, -3.052], [3.975, 1.950, -2.266], [-2.052, -2.362, -1.044], [-1.484, -3.451, -0.377], [-2.172, -4.608, -0.116], [-3.297, -4.773, -0.860], [-3.953, -3.619, -1.312], [-3.390, -2.381, -1.398], [-4.201, -0.841, -2.016], [-4.400, -1.272, -3.767], [-5.386, -2.043, -4.383], [-5.524, -2.074, -5.791], [-4.484, -1.618, -6.563], [-3.379, -0.995, -5.919], [-3.384, -0.776, -4.572], [-5.814, -1.046, -1.364], [-6.882, -0.416, -2.069], [-8.212, -0.798, -1.901], [-8.474, -1.840, -1.029], [-7.472, -2.308, -0.226], [-6.174, -1.903, -0.306], [-1.557, -2.742, -3.436], [-0.329, -3.545, -5.333], [2.092, -2.712, -5.777], [3.095, -1.240, -4.086], [2.939, -2.476, 0.042], [4.883, -3.672, 0.621], [7.093, -3.311, -0.676], [7.266, -1.485, -2.250], [5.283, -0.184, -2.832], [1.517, 0.875, -4.517], [2.254, 2.847, -5.648], [3.850, 4.452, -4.559], [5.299, 3.550, -2.714], [4.368, 1.765, -1.286], [-0.424, -3.342, -0.020], [-1.755, -5.296, 0.626], [-3.634, -5.795, -1.094], [-5.003, -3.743, -1.632], [-6.116, -2.515, -3.825], [-6.465, -2.542, -6.093], [-4.494, -1.648, -7.628], [-2.513, -0.624, -6.474], [-2.519, -0.273, -4.101], [-6.569, 0.308, -2.829], [-8.965, -0.288, -2.462], [-9.467, -2.240, -0.973], [-7.756, -2.931, 0.605], [-5.451, -2.223, 0.428], [-2.113, 2.640, 4.453], [-1.146, 2.578, 3.409], [-1.520, 3.669, 2.457], [-0.356, 3.837, 1.520], [0.121, 2.587, 1.045], [0.503, 2.425, -0.302], [-1.545, 2.388, 5.363], [-2.837, 1.808, 4.330], [-2.671, 3.595, 4.399], [-1.679, 4.638, 2.981], [-2.499, 3.376, 1.945], [0.462, 4.422, 2.022], [-0.639, 4.501, 0.659], [1.454, 2.914, -0.568], [-0.289, 2.828, -1.048], [0.654, 1.321, -0.403], [-3.391, -3.276, 6.302], [-2.324, -2.171, 5.723], [-2.639, -1.243, 4.302], [-0.918, -1.311, 5.581], [3.385, 1.005, 4.960], [4.450, 1.828, 5.593], [5.073, 2.589, 4.525], [4.125, 3.524, 3.824], [3.060, 2.705, 3.258], [2.375, 1.892, 4.291], [1.844, 2.823, 5.308], [2.839, 3.713, 5.955], [3.846, 2.836, 6.514], [3.479, 4.452, 4.896], [2.896, 0.480, 5.774], [3.828, 0.332, 4.206], [5.401, 1.915, 3.732], [5.938, 3.104, 4.914], [3.534, 2.136, 2.431], [2.310, 3.306, 2.737], [1.369, 2.254, 6.105], [1.102, 3.507, 4.856], [3.397, 2.290, 7.360], [4.731, 3.368, 6.931], [4.345, 4.984, 5.308], [2.741, 5.136, 4.436], [1.182, -2.196, 2.805], [2.191, -2.332, 2.735], [0.785, -2.841, 2.110], [0.895, -2.544, 3.732]], "mulliken_charge": [0.537, 0.250, 0.117, 0.330, -0.360, -0.848, -0.945, -0.299, -0.067, 0.731, 0.420, -0.838, -0.261, -0.610, -0.507, 0.063, 0.911, -0.487, -0.646, -0.491, -0.725, -1.079, -0.595, 0.107, -0.665, -1.179, 0.680, 0.360, -0.149, 0.185, -0.066, -0.619, -0.636, -0.436, -0.347, 0.757, -0.808, -0.417, -0.578, -0.393, -0.852, 0.498, 0.380, 0.306, 0.036, 0.196, 0.352, 0.327, 0.289, 0.268, 0.293, 0.365, 0.288, 0.370, 0.651, 0.225, 0.413, 0.362, 0.315, 0.484, 0.365, 0.398, 0.413, 0.259, 0.367, 0.436, 0.424, 0.406, 0.646, -0.734, 0.144, -0.605, -0.812, 0.257, -0.168, 0.190, 0.180, 0.324, 0.489, 0.298, 0.246, 0.386, 0.333, 0.324, -0.488, -0.356, 0.091, -0.341, -0.325, -0.597, 0.009, -0.811, -0.001, -0.211, 0.280, -0.662, 0.062, -0.803, -0.528, 0.296, 0.364, 0.430, 0.300, 0.238, -0.252, 0.340, 0.097, 0.357, 0.357, 0.367, 0.283, -0.610, 0.201, 0.156, 0.225]}


(2)
{"formula": "C36H37GeMoN5O2S", "method": "the ωB97M-V functional and the def2-TZVPD basis", "homo_ev": [-11.800, -11.800], "charge": 2, "mol_weight_g_mol": 772.3, "max_force_ev_per_a": 4.34, "spin_multiplicity": 1, "total_energy_ev": -118670.381, "species": ["Mo", "S", "C", "C", "C", "C", "C", "C", "C", "C", "C", "N", "H", "H", "H", "H", "H", "H", "C", "O", "C", "C", "C", "C", "C", "C", "C", "N", "C", "C", "N", "C", "C", "C", "C", "N", "C", "C", "N", "C", "C", "C", "C", "H", "H", "H", "H", "H", "H", "H", "H", "H", "H", "H", "H", "H", "H", "C", "C", "C", "O", "H", "H", "H", "H", "H", "H", "H", "C", "Ge", "C", "C", "C", "H", "H", "H", "H", "H", "H", "H", "H", "H", "H"], "coordinates": [[-0.430, 0.963, -2.235], [0.724, 5.499, -1.971], [0.554, 4.936, -0.374], [0.202, 3.628, -0.307], [0.030, 3.004, -1.592], [0.373, 3.879, -2.616], [0.425, 3.333, -3.988], [0.430, 4.084, -5.168], [0.357, 3.441, -6.391], [0.287, 2.042, -6.412], [0.284, 1.323, -5.232], [0.371, 1.951, -4.026], [0.740, 5.592, 0.471], [0.092, 3.074, 0.630], [0.428, 5.168, -5.121], [0.348, 3.994, -7.318], [0.207, 1.511, -7.352], [0.223, 0.233, -5.221], [3.448, -3.204, 10.519], [2.175, -2.725, 10.030], [2.032, -2.391, 8.712], [3.044, -2.387, 7.720], [2.748, -1.960, 6.436], [1.439, -1.536, 6.100], [0.439, -1.459, 7.090], [0.714, -1.921, 8.358], [1.211, -1.125, 4.734], [2.139, -1.003, 3.765], [1.456, -0.556, 2.669], [0.104, -0.411, 2.953], [-0.037, -0.756, 4.276], [-0.893, -0.026, 2.056], [-2.210, 0.255, 2.443], [-3.050, 0.717, 1.446], [-2.583, 0.892, 0.153], [-1.312, 0.604, -0.237], [-0.424, 0.237, 0.743], [0.967, 0.188, 0.432], [1.319, 0.578, -0.828], [2.627, 0.650, -1.152], [3.607, 0.214, -0.289], [3.308, -0.228, 0.980], [1.948, -0.230, 1.373], [3.308, -3.385, 11.610], [4.260, -2.466, 10.348], [3.732, -4.155, 10.041], [4.045, -2.736, 7.978], [3.512, -1.941, 5.665], [-0.538, -1.026, 6.895], [-0.025, -1.853, 9.164], [-0.919, -0.708, 4.817], [-2.591, 0.083, 3.432], [-4.097, 0.947, 1.645], [-3.248, 1.315, -0.607], [2.872, 0.989, -2.170], [4.642, 0.232, -0.636], [4.111, -0.574, 1.608], [0.346, -3.444, -3.467], [0.714, -2.009, -3.002], [1.963, -1.714, -3.788], [-0.253, -0.944, -2.916], [1.264, -4.009, -3.226], [0.171, -3.499, -4.561], [-0.501, -3.841, -2.900], [1.001, -2.165, -1.933], [1.786, -1.576, -4.869], [2.582, -2.618, -3.692], [2.518, -0.832, -3.441], [-4.158, 1.015, -5.489], [-3.688, 0.189, -3.741], [-3.294, -1.728, -3.938], [-5.320, 0.351, -2.604], [-2.207, 1.299, -2.965], [-5.164, 0.727, -5.815], [-3.407, 0.734, -6.233], [-4.121, 2.101, -5.405], [-4.187, -2.314, -4.090], [-2.810, -2.005, -2.991], [-2.565, -1.938, -4.729], [-6.097, -0.259, -3.098], [-5.660, 1.376, -2.519], [-5.160, -0.009, -1.590], [-2.680, 2.320, -3.043]], "mulliken_charge": [-0.538, -0.147, -0.459, -0.601, 0.838, 0.056, 1.142, -0.852, -0.459, -0.870, -0.385, 0.457, 0.470, 0.326, 0.470, 0.476, 0.484, 0.518, -0.772, -0.410, 0.736, -0.500, -0.684, 0.333, -0.496, -0.676, 0.315, -0.875, 1.006, -0.049, -0.076, 0.625, -0.623, -1.306, -0.506, 0.585, 0.263, -0.378, 0.560, -1.042, -1.069, -0.577, 0.348, 0.239, 0.319, 0.341, 0.389, 0.438, 0.235, 0.399, 0.259, 0.411, 0.469, 0.750, 0.704, 0.465, 0.595, -1.582, 0.717, -1.296, -0.427, 0.486, 0.338, 0.392, -0.001, 0.370, 0.445, 0.139, -1.192, 0.642, -1.148, -1.294, -0.088, 0.377, 0.362, 0.420, 0.525, 0.251, 0.313, 0.401, 0.406, 0.416, 0.360]}


(3)
{"formula": "C20H38F3N2O8P2", "method": "the ωB97M-V functional and the def2-TZVPD basis", "homo_ev": -11.279, "charge": 1, "mol_weight_g_mol": 553.5, "max_force_ev_per_a": 5.39, "spin_multiplicity": 1, "total_energy_ev": -67440.358, "species": ["F", "C", "F", "C", "F", "C", "C", "C", "C", "C", "C", "N", "N", "H", "H", "H", "H", "H", "H", "H", "H", "O", "P", "O", "C", "C", "O", "C", "C", "O", "C", "C", "H", "H", "H", "H", "H", "H", "H", "H", "H", "H", "H", "H", "H", "H", "H", "O", "P", "O", "C", "C", "O", "C", "C", "O", "C", "C", "H", "H", "H", "H", "H", "H", "H", "H", "H", "H", "H", "H", "H", "H", "H"], "coordinates": [[-6.784, -7.462, 0.885], [-5.847, -6.666, 0.426], [-6.299, -5.956, -0.584], [-4.571, -6.636, 0.923], [-4.173, -5.511, 1.606], [-3.590, -7.731, 0.667], [-2.407, -7.765, 1.648], [-1.601, -6.492, 1.683], [-1.373, -5.745, 0.506], [-0.673, -4.572, 0.571], [-0.208, -4.232, 1.840], [-0.444, -5.017, 2.865], [-1.141, -6.143, 2.864], [-4.130, -8.675, 0.796], [-3.264, -7.703, -0.376], [-2.781, -7.982, 2.646], [-1.732, -8.566, 1.332], [-1.763, -6.114, -0.432], [-0.486, -3.943, -0.286], [0.355, -3.324, 2.011], [-0.068, -4.760, 3.772], [-3.476, 2.422, -0.896], [-2.983, 1.207, -1.564], [-3.365, -0.064, -0.629], [-4.534, -0.060, 0.193], [-5.672, -0.826, -0.453], [-1.382, 1.261, -1.367], [-0.716, 2.457, -0.957], [-0.412, 2.402, 0.524], [-2.807, 0.436, -2.946], [-3.954, -0.097, -3.635], [-4.996, 0.959, -3.939], [-4.848, 0.957, 0.429], [-4.255, -0.540, 1.133], [-5.998, -0.337, -1.373], [-6.526, -0.879, 0.223], [-5.364, -1.842, -0.707], [-1.298, 3.341, -1.213], [0.218, 2.508, -1.522], [-1.319, 2.252, 1.111], [0.071, 3.320, 0.861], [0.252, 1.563, 0.742], [-4.377, -0.920, -3.054], [-3.575, -0.523, -4.562], [-5.390, 1.405, -3.021], [-5.829, 0.525, -4.490], [-4.563, 1.763, -4.535], [6.442, 3.159, -0.229], [5.296, 3.679, 0.526], [5.602, 5.144, 1.093], [6.521, 6.031, 0.445], [5.797, 7.054, -0.406], [5.218, 2.823, 1.888], [5.994, 1.638, 2.067], [7.233, 1.930, 2.886], [3.711, 3.738, 0.405], [3.085, 4.549, -0.603], [3.538, 4.190, -2.004], [7.245, 5.480, -0.156], [7.074, 6.536, 1.237], [5.271, 6.571, -1.233], [6.505, 7.768, -0.826], [5.060, 7.598, 0.185], [6.255, 1.193, 1.108], [5.356, 0.927, 2.596], [7.834, 2.707, 2.413], [7.845, 1.033, 2.995], [6.957, 2.288, 3.878], [3.255, 5.606, -0.390], [2.013, 4.377, -0.514], [4.612, 4.353, -2.129], [3.014, 4.798, -2.741], [3.341, 3.138, -2.212]], "mulliken_charge": [-0.174, 0.179, -0.175, 0.608, -0.275, -0.804, -0.538, 0.407, 0.036, -0.724, -0.211, 0.288, -0.620, 0.402, 0.294, 0.353, 0.279, 0.406, 0.474, 0.508, 0.285, -0.779, 0.937, -0.212, -0.307, -1.013, -0.340, -0.113, -1.103, -0.379, -0.144, -1.139, 0.323, 0.334, 0.199, 0.412, 0.242, 0.314, 0.229, 0.365, 0.375, 0.244, 0.184, 0.321, 0.352, 0.373, 0.340, -0.742, 0.970, -0.317, -0.252, -1.015, -0.369, -0.260, -1.064, -0.286, -0.066, -1.245, 0.313, 0.343, 0.192, 0.403, 0.266, 0.340, 0.316, 0.280, 0.373, 0.274, 0.210, 0.164, 0.433, 0.393, 0.334]}


(4)
{"formula": "C16H29N6O4", "method": "the ωB97M-V functional and the def2-TZVPD basis", "homo_ev": -11.964, "relative_energy_kcal_mol": 0.62, "charge": 1, "mol_weight_g_mol": 369.4, "max_force_ev_per_a": 1.51, "spin_multiplicity": 1, "smiles": "N[C@@H](CCCC[NH3+])c1nnc([C@H](CC(=O)O)NC(=O)C2CCNCC2)o1", "total_energy_ev": -34189.077, "species": ["N", "H", "H", "C", "C", "N", "N", "C", "O", "C", "N", "C", "O", "C", "H", "C", "H", "H", "C", "N", "H", "C", "H", "C", "H", "H", "H", "H", "H", "H", "H", "C", "C", "O", "O", "H", "H", "H", "C", "H", "H", "C", "H", "H", "C", "C", "N", "H", "H", "H", "H", "H", "H", "H", "H"], "coordinates": [[-2.983, -3.623, 1.151], [-3.227, -2.790, 1.670], [-3.825, -4.150, 0.956], [-2.267, -3.327, -0.070], [-1.017, -2.596, 0.272], [-0.853, -1.690, 1.182], [0.423, -1.257, 1.088], [0.965, -1.907, 0.107], [0.112, -2.783, -0.440], [2.330, -1.667, -0.454], [2.504, -0.229, -0.600], [1.493, 0.589, -0.879], [0.386, 0.171, -1.222], [1.716, 2.059, -0.548], [2.729, 2.356, -0.820], [1.583, 2.073, 1.000], [1.038, 1.183, 1.325], [2.578, 2.007, 1.438], [0.888, 3.311, 1.563], [-0.327, 3.576, 0.793], [-0.880, 4.289, 1.262], [0.064, 4.054, -0.534], [-0.821, 4.412, -1.063], [0.697, 2.914, -1.326], [1.186, 3.335, -2.204], [-0.094, 2.257, -1.692], [0.770, 4.890, -0.449], [0.626, 3.132, 2.607], [1.567, 4.173, 1.524], [3.443, 0.113, -0.409], [2.393, -2.169, -1.429], [3.391, -2.227, 0.507], [4.799, -1.824, 0.110], [5.129, -0.689, -0.135], [5.623, -2.852, 0.083], [6.532, -2.591, -0.141], [3.330, -3.314, 0.545], [3.202, -1.825, 1.507], [-3.063, -2.552, -1.171], [-2.770, -2.953, -2.142], [-4.122, -2.776, -1.028], [-2.860, -1.035, -1.214], [-1.797, -0.828, -1.348], [-3.371, -0.654, -2.100], [-3.403, -0.310, 0.020], [-2.919, 1.134, 0.109], [-1.490, 1.178, 0.481], [-1.338, 0.589, 1.307], [-1.094, 2.190, 0.648], [-0.897, 0.760, -0.276], [-3.491, 1.672, 0.867], [-3.045, 1.642, -0.849], [-3.084, -0.827, 0.925], [-4.493, -0.320, -0.009], [-1.967, -4.292, -0.498]], "mulliken_charge": [-0.630, 0.270, 0.302, -0.092, 0.312, -0.537, -0.105, 0.331, -0.329, 0.206, -0.131, -0.158, -0.770, 0.471, 0.812, -0.436, 0.167, 0.505, -1.307, -0.473, 0.232, -1.032, 0.452, -0.943, 0.592, 0.178, 0.404, 0.479, 0.424, 0.393, 0.261, -0.860, 0.515, -0.653, -0.426, 0.399, 0.356, 0.421, -1.091, 0.446, 0.355, -0.259, -0.128, 0.609, -0.302, -0.927, 0.331, 0.520, 0.536, -0.470, 0.535, 0.389, 0.068, 0.388, 0.401]}


(5)
{"formula": "C13H27FNO", "method": "the ωB97M-V functional and the def2-TZVPD basis", "homo_ev": -13.757, "charge": 1, "mol_weight_g_mol": 232.4, "max_force_ev_per_a": 3.19, "spin_multiplicity": 1, "smiles": "CC(C)[C@H](C)CO[N@@H+]1CCC[C@@H]1C[C@@H](C)F", "total_energy_ev": -20160.040, "species": ["C", "C", "F", "C", "C", "C", "C", "C", "N", "O", "C", "C", "C", "C", "C", "C", "H", "H", "H", "H", "H", "H", "H", "H", "H", "H", "H", "H", "H", "H", "H", "H", "H", "H", "H", "H", "H", "H", "H", "H", "H", "H", "H"], "coordinates": [[3.127, 1.221, 0.007], [3.603, -0.374, -0.068], [4.071, -0.915, 1.228], [2.462, -1.277, -0.821], [1.288, -1.876, 0.146], [0.931, -1.167, 1.579], [-0.328, -2.184, 2.007], [-0.739, -3.042, 0.631], [-0.120, -2.099, -0.424], [-1.005, -1.064, -0.349], [-0.644, 0.020, -1.273], [-1.943, 1.049, -1.371], [-3.369, 0.225, -1.129], [-1.857, 2.282, -0.269], [-0.648, 3.373, -0.606], [-1.772, 1.781, 1.291], [4.043, 1.874, -0.384], [2.257, 1.397, -0.770], [2.866, 1.567, 1.096], [4.553, -0.369, -0.791], [3.032, -2.219, -1.280], [2.059, -0.684, -1.773], [1.690, -2.941, 0.502], [0.519, -0.065, 1.575], [1.776, -1.297, 2.385], [0.033, -2.887, 2.894], [-1.296, -1.602, 2.389], [-1.874, -3.232, 0.419], [-0.179, -4.077, 0.469], [-0.184, -2.450, -1.427], [-0.233, -0.324, -2.313], [0.209, 0.651, -0.728], [-1.929, 1.523, -2.458], [-3.480, -0.196, -0.035], [-3.417, -0.660, -1.895], [-4.234, 1.022, -1.280], [-2.872, 2.896, -0.388], [-0.793, 3.909, -1.637], [-0.749, 4.222, 0.226], [0.433, 2.924, -0.469], [-0.677, 1.901, 1.704], [-2.143, 0.673, 1.470], [-2.468, 2.489, 1.920]], "mulliken_charge": [-0.683, 0.189, -0.356, -0.815, -0.071, -0.228, -0.462, -0.473, -0.214, -0.033, 0.224, -0.236, -1.008, 0.155, -0.990, -0.782, 0.347, 0.042, 0.249, 0.342, 0.395, 0.260, 0.336, -0.208, 0.438, 0.349, 0.227, 0.314, 0.329, 0.507, 0.324, -0.496, 0.391, 0.187, 0.323, 0.358, 0.442, 0.329, 0.353, 0.087, 0.194, 0.015, 0.347]}